{
  "formula": "C4H25N2O9S",
  "method": "ωB97M-V with the def2-TZVPD basis set",
  "species": ["N", "C", "C", "S", "C", "N", "C", "O", "H", "H", "H", "H", "H", "H", "H", "H", "H", "H", "H", "O", "H", "H", "O", "H", "H", "O", "H", "H", "O", "H", "H", "O", "H", "H", "O", "H", "H", "O", "H", "H", "O"],
  "positions_angstrom": [[0.64785, -0.90237, -0.03686], [1.35332, 0.37031, 0.24994], [2.25471, 0.75606, -0.95532], [3.76080, -0.17143, -1.26514], [0.35032, 1.47844, 0.47837], [0.58259, 2.53586, 1.32254], [1.93098, 2.75620, 1.90132], [-0.77172, 1.41308, -0.03856], [0.54186, -0.95739, -1.04597], [1.34959, -1.59649, 0.18883], [1.97750, 0.40953, 1.14210], [1.66126, 0.82420, -1.87026], [2.55048, 1.83213, -0.77249], [-0.21400, 3.11690, 1.56845], [1.97838, 3.67238, 2.50496], [2.09010, 1.97008, 2.66488], [2.54928, 2.85858, 0.97835], [3.72681, -2.95963, 0.31926], [3.53224, -1.38551, 0.36249], [3.41463, -2.27643, 0.92489], [-2.75406, 1.77473, -2.33603], [-1.64530, 0.92436, -1.58021], [-2.19967, 0.99918, -2.36649], [-3.19334, -3.41824, -0.29343], [-2.06796, -3.17314, 0.80916], [-2.36313, -3.71570, 0.06983], [-3.29980, -1.15890, -1.63187], [-2.32779, -1.29329, -0.46225], [-3.25493, -1.48228, -0.72442], [-3.11776, 1.40076, -0.20927], [-4.36543, 0.51117, -0.31069], [-4.00709, 1.36575, -0.57269], [-2.56863, -1.44286, 2.46848], [-1.33265, -1.00455, 1.64486], [-2.25497, -1.28178, 1.56321], [3.31611, -0.90543, 2.99607], [2.06319, -1.22183, 2.26087], [2.36487, -0.88530, 3.14755], [-0.05632, -0.07798, -4.74135], [-1.19511, 0.33361, -3.72903], [-1.00725, 0.00722, -4.62409]],
  "forces_ev_per_a": [[0.44, 0.61, 1.17], [0.23, 0.67, -1.31], [0.32, 2.18, 0.39], [0.02, -0.32, 0.32], [-1.94, 0.58, 0.24], [0.84, -0.52, 0.10], [-1.11, 0.13, -0.21], [-0.01, -0.03, -0.06], [-0.07, -0.01, 0.08], [0.00, -0.55, -0.16], [0.05, -0.90, -0.05], [-0.38, -0.22, 0.09], [-0.19, -0.77, -0.23], [0.34, -0.30, -0.35], [-0.29, 0.07, -0.58], [0.77, 0.01, -0.94], [0.49, -0.46, 1.48], [-0.11, 0.26, -0.01], [0.19, -1.68, 0.32], [0.01, 1.35, -0.44], [-0.08, 0.08, 0.44], [0.02, 0.59, 0.38], [0.73, -0.93, -1.26], [0.03, 0.80, 0.31], [-0.67, 0.37, -0.36], [1.01, -1.98, 0.21], [0.00, 0.13, -0.10], [-0.91, -0.27, -0.08], [0.15, 0.77, -0.78], [0.07, -0.23, 0.23], [0.38, -0.14, -0.01], [-0.84, 0.67, 0.46], [0.21, 0.15, -0.42], [0.18, 0.05, -0.13], [0.13, -0.03, 1.20], [0.12, -0.12, 0.13], [0.35, 0.11, 1.37], [-0.46, -0.15, -1.20], [-0.10, 0.08, 0.27], [-0.05, 0.18, -0.05], [0.10, -0.23, -0.45]],
  "charge": -1,
  "e_homo_ha": -0.1481,
  "relative_energy_ev": 2.238,
  "energy_ha": -1352.32904
}

{
  "formula": "H10O5",
  "method": "ωB97M-V with the def2-TZVPD basis set",
  "species": ["O", "H", "H", "O", "H", "H", "O", "H", "H", "O", "H", "H", "O", "H", "H"],
  "positions_angstrom": [[-1.50380, -0.61747, -0.98801], [-0.67958, -1.03420, -0.71237], [-2.18304, -1.09426, -0.49781], [3.13262, -0.21896, 0.82721], [3.16289, -1.18084, 0.77374], [3.08427, -0.03805, 1.77268], [0.16656, 1.95948, -0.20603], [0.79713, 2.61040, -0.53416], [-0.36351, 1.73589, -0.97935], [-3.27028, 0.09710, 1.18797], [-3.38973, -0.79767, 0.85019], [-2.58922, 0.47350, 0.61923], [0.99239, -0.37447, -0.49975], [0.97147, -1.33716, -0.45745], [1.67182, -0.18328, -1.15611]],
  "forces_ev_per_a": [[-0.80, -0.46, 0.03], [-0.09, 0.68, -0.19], [0.06, -0.01, -0.42], [0.80, -0.15, 0.47], [0.03, 0.14, 0.05], [-0.02, 0.08, -0.10], [-0.09, 0.83, -0.16], [-0.08, 0.03, 0.13], [-0.04, -0.21, 0.12], [-0.14, -0.16, 0.03], [-0.22, 0.18, 0.28], [0.14, 0.12, 0.03], [-0.18, -1.03, -0.48], [0.60, -0.15, 0.03], [0.03, 0.11, 0.18]],
  "smiles": "O.O.O.O.O",
  "charge": 0,
  "e_homo_ha": -0.3927,
  "relative_energy_ev": 2.220,
  "energy_ha": -382.14260
}

{
  "formula": "C17H29N3S",
  "method": "ωB97M-V with the def2-TZVPD basis set",
  "species": ["C", "C", "S", "C", "C", "C", "C", "C", "C", "N", "C", "C", "C", "C", "N", "C", "C", "N", "C", "C", "C", "H", "H", "H", "H", "H", "H", "H", "H", "H", "H", "H", "H", "H", "H", "H", "H", "H", "H", "H", "H", "H", "H", "H", "H", "H", "H", "H", "H", "H"],
  "positions_angstrom": [[1.13489, 3.27244, 1.57798], [-0.07256, 2.35334, 1.62622], [-0.03734, 1.20836, 3.05239], [-1.36506, 0.17901, 2.45045], [-2.70291, 0.67584, 2.49636], [-3.81217, -0.10428, 2.17361], [-3.58680, -1.40223, 1.72769], [-2.29528, -1.90099, 1.65047], [-1.19109, -1.15505, 2.01877], [0.04047, -1.82341, 2.06036], [0.62353, -2.10579, 3.37991], [0.96435, -1.59378, 0.94347], [0.65496, -2.61627, -0.11845], [1.50092, -2.41274, -1.35036], [1.26972, -1.17444, -2.08927], [2.24586, -0.03731, -2.08354], [1.82749, 1.20601, -2.94830], [0.48991, 1.73340, -2.56736], [0.00013, 2.83113, -3.39044], [-0.47352, 0.67863, -2.17844], [-0.09766, -0.77604, -2.56787], [1.23093, 3.85677, 2.52410], [2.06192, 2.69193, 1.45644], [1.01798, 3.98787, 0.76294], [-1.00716, 2.94628, 1.66182], [-0.17181, 1.78687, 0.71372], [-2.90235, 1.67014, 2.87232], [-4.83046, 0.26350, 2.26392], [-4.41359, -2.05609, 1.43839], [-2.16143, -2.92181, 1.36255], [-0.16378, -2.17898, 4.15635], [1.23181, -2.98828, 3.44040], [1.23839, -1.28284, 3.66240], [2.01930, -1.74821, 1.23017], [0.85101, -0.57590, 0.56138], [-0.38750, -2.55240, -0.39269], [0.77565, -3.62809, 0.30088], [1.38745, -3.23590, -2.09409], [2.55139, -2.48317, -1.06435], [3.19444, -0.40600, -2.44652], [2.38214, 0.26292, -1.06721], [2.59434, 1.98369, -2.86430], [1.77277, 0.86347, -3.98005], [0.60522, 3.77215, -3.24425], [-1.02003, 3.09703, -3.12118], [0.01211, 2.55366, -4.45304], [-0.61621, 0.67826, -1.10422], [-1.42920, 0.89442, -2.64200], [-0.06766, -0.85290, -3.64519], [-0.87351, -1.43417, -2.15228]],
  "forces_ev_per_a": [[0.25, 0.12, 0.86], [-0.60, 0.77, 0.13], [-0.19, -0.08, -0.78], [-1.68, -0.20, 0.10], [0.42, -0.29, 0.26], [0.62, -0.27, -0.31], [-0.24, -0.15, -0.21], [-0.91, 0.28, 0.05], [0.17, 0.73, 0.68], [1.25, -0.84, 0.49], [-1.19, 0.84, -0.02], [-0.32, -0.43, 0.55], [0.06, -0.27, -0.41], [0.16, -0.15, -1.43], [-0.70, 1.78, -0.60], [-1.25, -0.52, -0.24], [-1.20, -1.02, 0.63], [0.79, -0.45, 0.77], [0.70, 0.10, 0.16], [0.58, -0.25, -0.43], [1.45, 0.21, 0.67], [-0.08, -0.39, -0.62], [-0.26, 0.25, -0.09], [0.14, -0.10, -0.04], [0.43, -0.18, 0.25], [0.28, -0.42, -0.26], [0.28, 0.14, 0.03], [0.25, 0.14, 0.02], [0.18, 0.27, 0.17], [0.27, -0.42, -0.16], [0.23, -0.09, -0.59], [0.13, -0.70, -0.43], [0.75, 0.77, 0.54], [-0.40, 0.29, 0.33], [0.12, 0.09, -0.06], [-0.49, 0.09, -0.05], [0.17, 0.26, -0.14], [-0.19, 0.09, 0.63], [0.20, 0.35, -0.05], [0.42, -0.01, -0.23], [0.30, 0.62, 0.92], [-0.17, -0.12, 0.05], [0.28, 0.01, -0.51], [-0.36, -1.03, -0.17], [-0.06, -0.15, 0.11], [-0.02, 0.23, -0.19], [-0.10, 0.14, 0.41], [-0.33, 0.07, -0.06], [-0.45, -0.16, -0.52], [0.29, 0.08, -0.22]],
  "smiles": "CCSc1ccccc1N(C)CCCN1CCN(C)CC1",
  "charge": 0,
  "e_homo_ha": -0.2753,
  "relative_energy_ev": 0.426,
  "energy_ha": -1227.54467
}